Density functional theory data (ωB97M-V/def2-TZVPD) for a molecular structure, C19H48Cl2O5Si2.

Last column: Löwdin charge in e.
Positions of all 76 atoms, in Å:
1 C 5.305 4.424 3.455  -0.135
2 C 4.923 4.209 2.014  -0.795
3 Cl 6.200 4.560 0.887  0.660
4 C 3.737 3.772 1.591  -0.802
5 Cl 3.412 3.532 -0.102  0.624
6 Si 2.275 3.328 2.653  0.470
7 O 0.952 4.121 2.088  -0.513
8 Si -0.116 5.078 2.913  0.513
9 H 5.415 3.472 3.976  0.087
10 H 6.250 4.952 3.521  0.061
11 H 4.544 5.005 3.973  0.068
12 H 2.046 1.875 2.571  -0.013
13 H 2.532 3.724 4.057  -0.007
14 H -0.867 4.257 3.887  -0.053
15 H 0.616 6.148 3.626  -0.063
16 H -1.036 5.679 1.933  -0.064
17 C -2.951 2.403 0.845  -0.070
18 C -2.776 1.499 2.053  -0.281
19 O -3.383 1.990 3.236  -0.169
20 C -4.793 2.128 3.183  -0.280
21 C -5.531 0.824 2.931  -0.076
22 H -2.617 3.415 1.080  0.066
23 H -2.353 2.025 0.014  0.075
24 H -3.987 2.457 0.507  0.069
25 H -1.716 1.418 2.301  0.115
26 H -3.131 0.487 1.825  0.095
27 H -5.080 2.875 2.433  0.107
28 H -5.066 2.530 4.159  0.117
29 H -5.349 0.429 1.931  0.065
30 H -6.606 0.988 3.031  0.076
31 H -5.227 0.067 3.655  0.083
32 C 2.424 5.288 -5.998  -0.082
33 C 3.525 4.254 -6.160  -0.285
34 O 4.820 4.731 -5.839  -0.162
35 C 4.996 5.177 -4.504  -0.279
36 C 4.753 4.109 -3.453  -0.093
37 H 2.667 6.193 -6.557  0.081
38 H 1.485 4.886 -6.382  0.075
39 H 2.262 5.560 -4.955  0.066
40 H 3.598 3.946 -7.203  0.117
41 H 3.287 3.357 -5.575  0.107
42 H 4.366 6.052 -4.303  0.108
43 H 6.032 5.513 -4.463  0.118
44 H 3.705 3.808 -3.408  0.061
45 H 5.026 4.490 -2.468  0.047
46 H 5.356 3.223 -3.660  0.085
47 C -1.072 -1.986 0.411  -0.074
48 C -1.991 -2.599 1.453  -0.276
49 O -3.369 -2.356 1.218  -0.171
50 C -3.879 -2.846 -0.013  -0.277
51 C -3.719 -4.345 -0.191  -0.073
52 H -1.304 -0.926 0.294  0.070
53 H -0.032 -2.083 0.727  0.079
54 H -1.165 -2.463 -0.566  0.068
55 H -1.801 -2.151 2.428  0.119
56 H -1.795 -3.674 1.547  0.096
57 H -3.421 -2.318 -0.858  0.110
58 H -4.935 -2.577 0.001  0.118
59 H -2.671 -4.631 -0.287  0.046
60 H -4.233 -4.673 -1.095  0.082
61 H -4.141 -4.878 0.663  0.086
62 C 0.503 -9.543 -1.125  -0.081
63 C -0.086 -8.275 -1.718  -0.282
64 O -1.335 -7.902 -1.161  -0.161
65 C -1.332 -7.628 0.229  -0.279
66 C -0.423 -6.477 0.630  -0.081
67 H -0.219 -10.360 -1.176  0.082
68 H 1.391 -9.832 -1.688  0.076
69 H 0.802 -9.413 -0.084  0.066
70 H -0.294 -8.420 -2.778  0.118
71 H 0.634 -7.453 -1.640  0.107
72 H -1.076 -8.526 0.804  0.109
73 H -2.368 -7.383 0.463  0.114
74 H 0.633 -6.714 0.492  0.069
75 H -0.572 -6.237 1.684  0.079
76 H -0.651 -5.591 0.035  0.063

HOMO-LUMO gap (eV): 9.98
LUMO energy (eV): 0.515
Calculated total energy (eV): -71518.71594
2S+1: 1
Net charge: 0